# C6H7Cl2Fe2NO4

A structure of composition C6H7Cl2Fe2NO4 in a non-equilibrium geometry (ωB97M-V/def2-TZVPD, the Open Molecules 2025 dataset).

Results
2S+1: 11
F_max, eV/Å: 11.63
Kohn-Sham gap (alpha / beta), eV: 10.13 / 6.79
E_HOMO (alpha / beta), Ha: -0.9356 / -0.9405
<S²>: 30.043
Net charge: +4
Energy above the lowest of the compared OMol25 structures with the same formula, charge and spin, kcal per mole: 15.3

Geometry as XYZ:
```
22
Properties=species:S:1:pos:R:3:forces:R:3:lowdin_charge:R:1
Fe -1.3314 0.4200 0.3827 0.16 0.90 0.14 0.629
Fe -1.2821 4.1430 0.6727 0.65 -2.57 -2.91 0.594
Cl 0.7075 3.6232 0.3904 0.13 -0.29 -0.40 0.484
Cl -2.6491 1.9506 -0.5183 0.71 0.83 0.48 0.258
O -3.7050 -1.4401 0.6908 4.39 3.72 2.47 0.232
O 0.3331 -0.5941 0.1916 0.40 -2.44 -1.62 -0.033
O -4.2134 5.0335 1.0633 7.49 -1.96 -3.69 0.273
O 0.0071 5.7114 2.9385 -4.56 -2.18 -6.20 0.285
N 1.4520 -2.3672 -0.7166 2.96 -0.76 -0.19 -0.010
C 1.4728 -3.4727 -1.6887 0.40 0.21 0.84 0.123
C 0.3599 -1.6263 -0.5564 -2.42 2.08 0.52 -0.113
C -0.6428 5.3378 2.0237 5.58 4.52 9.15 -0.027
C -3.1557 4.7549 0.5962 -9.95 2.94 3.67 0.004
C 2.6886 -1.9671 -0.0206 -0.03 -1.06 -0.54 0.112
C -2.8472 -0.7372 1.0535 -5.52 -4.79 -2.17 0.031
H 2.5253 -1.9706 1.0678 -0.06 0.05 -0.01 0.161
H 0.6660 -4.1938 -1.4188 0.18 0.14 -0.19 0.177
H 3.4499 -2.6985 -0.3135 -0.01 0.41 0.29 0.137
H -0.5086 -1.9709 -1.1641 0.31 0.29 0.46 0.198
H 1.2251 -3.0621 -2.6928 -0.02 -0.12 0.10 0.178
H 2.9690 -0.9454 -0.3238 -0.09 -0.02 0.01 0.160
H 2.4793 -3.9285 -1.6576 -0.69 0.11 -0.20 0.146
```
Forces are in eV/Å.